{
  "formula": "C33H28ClN3OS2W",
  "method": "wB97M-V/def2-TZVPD",
  "multiplicity": 3,
  "e_homo_ev": [-13.08, -13.20],
  "gap_ev": [5.369, 5.554],
  "energy_ha": -2837.019693,
  "charge": 2,
  "max_force_ev_per_a": 1.32,
  "species": ["W", "Cl", "S", "S", "O", "N", "N", "N", "C", "C", "C", "C", "C", "C", "C", "C", "C", "C", "C", "C", "C", "C", "C", "C", "C", "C", "C", "C", "C", "C", "C", "C", "C", "C", "C", "C", "C", "C", "C", "C", "C", "H", "H", "H", "H", "H", "H", "H", "H", "H", "H", "H", "H", "H", "H", "H", "H", "H", "H", "H", "H", "H", "H", "H", "H", "H", "H", "H", "H"],
  "xyz": [[0.41, 0.15, 0.03], [-4.56, 0.12, -5.40], [3.70, 0.45, -3.17], [2.53, -2.00, -2.08], [-0.76, 1.23, -1.11], [1.62, -1.45, 0.80], [-0.48, -1.50, -0.81], [1.93, 0.54, -1.27], [-3.39, 2.23, 2.28], [-0.63, -3.98, -0.48], [-1.32, -0.43, 2.22], [3.20, 2.02, -2.60], [-1.61, 0.95, -2.09], [0.84, 1.26, 2.29], [2.91, -3.72, 1.76], [2.19, 4.29, -1.41], [0.83, 0.15, 3.17], [-3.79, 0.27, 0.74], [-1.40, -1.49, -1.74], [1.93, -0.03, 4.17], [-3.09, 1.73, -3.80], [-1.48, 0.83, 1.65], [-3.43, 0.41, -4.14], [-1.93, -0.38, -2.42], [3.49, -2.49, 1.87], [1.67, -3.85, 1.09], [-0.23, -0.72, 3.07], [-0.08, -5.15, 0.08], [1.05, -5.10, 0.83], [-0.34, 1.67, 1.66], [2.81, -1.37, 1.38], [1.07, -2.69, 0.59], [2.25, 1.90, -1.59], [-2.80, 1.36, 1.16], [2.63, -0.36, -2.08], [-0.07, -2.76, -0.23], [3.64, 3.26, -3.04], [-2.19, 2.00, -2.79], [1.76, 3.05, -0.98], [-2.87, -0.63, -3.45], [3.12, 4.39, -2.44], [-0.55, -6.10, -0.13], [1.81, 5.19, -0.94], [-3.35, -0.43, 0.03], [-4.66, 0.73, 0.27], [4.46, -2.36, 2.33], [1.82, -0.97, 4.72], [1.66, 1.97, 2.36], [-3.54, 2.55, -4.35], [-1.80, -2.45, -2.05], [1.50, -6.00, 1.23], [1.06, 2.99, -0.17], [-3.58, 1.63, 3.18], [-2.14, -1.14, 2.17], [-2.73, 3.06, 2.55], [3.40, -4.60, 2.14], [-0.45, 2.70, 1.33], [-1.50, -4.09, -1.11], [-1.92, 3.01, -2.54], [1.90, 0.79, 4.89], [-2.60, 2.00, 0.30], [-4.16, -0.29, 1.61], [3.24, -0.39, 1.46], [2.92, -0.01, 3.72], [4.38, 3.33, -3.83], [-4.35, 2.65, 1.96], [-3.13, -1.65, -3.71], [-0.26, -1.63, 3.66], [3.46, 5.37, -2.77]],
  "nbo_charge": [1.891, 0.083, 0.515, -0.039, -0.713, -0.565, -0.591, -0.649, -0.596, -0.199, -0.200, -0.230, 0.434, -0.251, -0.063, -0.179, 0.084, -0.613, 0.235, -0.655, -0.114, 0.002, -0.071, -0.242, -0.263, -0.018, -0.186, -0.174, -0.163, -0.331, 0.125, 0.131, 0.150, -0.249, -0.164, 0.182, -0.187, -0.265, -0.250, -0.134, -0.175, 0.251, 0.234, 0.197, 0.247, 0.259, 0.244, 0.261, 0.256, 0.216, 0.246, 0.199, 0.218, 0.261, 0.216, 0.249, 0.275, 0.232, 0.247, 0.263, 0.225, 0.220, 0.221, 0.234, 0.247, 0.242, 0.243, 0.253, 0.243]
}